a | Here is a cluster of 2 separate species, C3H8NOS in total from OMol25. Energies are from ωB97M-V/def2-TZVPD.

Calculated values
multiplicity: 1
HOMO (alpha / beta): -13.39 / -13.39 eV
net charge: +1
molar mass: 106.2 g mol⁻¹
E_LUMO (alpha / beta): -6.82 / -6.82 eV

Each line ends with the Mulliken charge.
CARTESIAN COORDINATES (ANGSTROEM)
C  -0.460  0.541  -0.433  -0.64
C  1.078  -1.363  -0.118  -1.21
C  0.735  0.028  0.196  0.84
N  1.229  0.641  1.249  -0.31
O  -0.511  1.836  -0.678  -0.46
S  -2.939  0.059  0.262  -0.08
H  -0.828  -0.134  -1.267  0.57
H  1.326  -1.453  -1.189  0.35
H  1.767  -1.807  0.547  0.42
H  0.188  -1.903  0.246  0.36
H  0.880  1.624  1.507  0.30
H  1.947  0.279  1.798  0.24
H  -1.372  2.017  -1.143  0.44
H  -3.040  -0.364  -0.977  0.16

b | Here is a cluster of 2 separate species, C3H8NOS in total from OMol25. Energies are from ωB97M-V/def2-TZVPD.

Calculated values
multiplicity: 1
HOMO: -9.75 eV
net charge: +1
molar mass: 106.2 g mol⁻¹
E_LUMO: -6.46 eV

Each line ends with the Mulliken charge.
CARTESIAN COORDINATES (ANGSTROEM)
C  7.171  -2.073  0.053  -0.66
C  6.730  -0.803  -0.211  0.00
C  -6.685  1.280  -0.320  0.00
N  -7.380  0.336  0.262  -0.17
O  7.274  0.592  0.045  -0.29
S  6.148  1.764  0.078  -0.08
H  6.589  -2.780  -0.429  0.24
H  8.023  -2.490  0.631  0.27
H  5.900  -0.605  -0.761  0.37
H  -5.559  1.468  -0.306  0.28
H  -7.218  1.889  -0.910  0.29
H  -8.372  0.177  0.278  0.29
H  -6.811  -0.170  0.930  0.31
H  6.978  2.669  -0.426  0.14

Least stable structure: b

a | Here is the molecule C4H6ClN2P from OMol25. Energies are from ωB97M-V/def2-TZVPD.

Calculated values
multiplicity: 1
HOMO: -8.49 eV
net charge: 0
SMILES string: Cn1ccnc1PCl
molar mass: 148.5 g mol⁻¹
E_LUMO: 0.73 eV

Each line ends with the Mulliken charge.
CARTESIAN COORDINATES (ANGSTROEM)
C  -1.749  -0.230  0.660  -0.85
N  -0.300  -0.135  0.540  0.13
C  0.606  -0.107  1.513  -0.09
C  1.805  0.383  1.066  -0.58
N  1.733  0.589  -0.303  -0.46
C  0.489  0.299  -0.541  0.18
P  -0.373  0.429  -2.629  0.14
Cl  1.267  0.766  -3.588  -0.15
H  -2.049  -0.252  -0.414  0.24
H  -1.877  -1.224  1.022  0.38
H  -2.089  0.597  1.186  0.34
H  0.354  -0.430  2.623  0.28
H  2.796  0.331  1.463  0.37
H  -0.611  -1.016  -2.598  0.08

b | Here is a cluster of 2 separate species, C4H6ClN2P in total from OMol25. Energies are from ωB97M-V/def2-TZVPD.

Calculated values
multiplicity: 1
HOMO: -7.98 eV
net charge: 0
molar mass: 148.5 g mol⁻¹
E_LUMO: -1.73 eV

Each line ends with the Mulliken charge.
CARTESIAN COORDINATES (ANGSTROEM)
C  -0.995  -0.373  1.306  -0.27
C  -0.472  0.588  0.454  0.14
C  -0.984  -1.740  1.058  0.01
C  0.702  1.165  -1.564  -0.85
N  -0.454  -2.378  0.019  -0.42
N  0.016  0.232  -0.741  0.11
P  0.213  -1.424  -1.139  0.19
Cl  2.628  0.345  0.982  -0.73
H  -1.648  -0.121  2.221  0.25
H  -0.353  1.706  0.674  0.29
H  -1.490  -2.395  1.834  0.30
H  0.995  0.953  -2.582  0.31
H  0.221  2.089  -1.488  0.34
H  1.622  1.353  -1.035  0.32

Least stable structure: a

a | Here is the molecule C22H26N2O6S from OMol25. Energies are from ωB97M-V/def2-TZVPD.

Calculated values
multiplicity: 1
HOMO: -8.45 eV
net charge: 0
SMILES string: COC(=O)c1ccccc1NC(=O)C1CCN(S(=O)(=O)c2cc(C)ccc2OC)CC1
molar mass: 446.5 g mol⁻¹
E_LUMO: 0.46 eV

Each line ends with the Mulliken charge.
CARTESIAN COORDINATES (ANGSTROEM)
C  -0.458  -0.167  4.444  -0.64
O  -0.962  0.714  3.449  -0.36
C  -1.577  0.141  2.422  1.23
O  -1.800  -1.056  2.371  -0.75
C  -1.995  1.108  1.385  0.56
C  -2.077  2.462  1.708  -0.65
C  -2.494  3.391  0.778  -0.74
C  -2.847  2.971  -0.495  -0.56
C  -2.766  1.637  -0.842  -0.38
C  -2.331  0.688  0.082  -0.08
N  -2.207  -0.657  -0.250  0.05
C  -1.948  -1.171  -1.480  -0.32
O  -1.984  -0.522  -2.508  -0.67
C  -1.609  -2.663  -1.536  0.47
C  -1.415  -3.379  -0.200  -1.51
C  -0.133  -2.886  0.498  -0.68
N  0.484  -1.832  -0.293  0.38
S  1.733  -1.084  0.561  1.09
O  2.913  -1.904  0.452  -0.79
O  1.236  -0.829  1.887  -0.46
C  1.987  0.483  -0.283  0.36
C  0.978  0.851  -1.164  0.77
C  1.061  1.971  -1.970  -0.04
C  -0.041  2.323  -2.918  -1.72
C  2.212  2.751  -1.870  -0.66
C  3.198  2.429  -0.969  -0.80
C  3.108  1.300  -0.137  0.44
O  4.153  1.179  0.706  -0.52
C  4.125  0.339  1.844  -0.67
C  0.902  -2.346  -1.583  -0.75
C  -0.332  -2.819  -2.378  -1.14
H  0.344  -0.767  4.012  0.23
H  -0.083  0.464  5.246  0.27
H  -1.251  -0.825  4.806  0.30
H  -1.816  2.769  2.709  0.48
H  -2.555  4.435  1.045  0.43
H  -3.195  3.688  -1.224  0.47
H  -3.039  1.316  -1.833  0.51
H  -2.046  -1.242  0.567  0.01
H  -2.436  -3.131  -2.083  0.51
H  -2.283  -3.249  0.447  0.30
H  -1.327  -4.447  -0.407  0.46
H  0.580  -3.712  0.631  0.57
H  -0.347  -2.467  1.481  0.24
H  0.108  0.223  -1.223  0.21
H  -0.613  3.165  -2.529  0.28
H  0.366  2.612  -3.885  0.51
H  -0.715  1.482  -3.050  0.20
H  2.325  3.624  -2.495  0.43
H  4.080  3.041  -0.865  0.47
H  4.338  -0.698  1.580  0.31
H  3.160  0.383  2.352  0.20
H  4.908  0.723  2.497  0.32
H  1.616  -3.169  -1.439  0.50
H  1.425  -1.544  -2.106  0.45
H  -0.443  -2.231  -3.289  0.44
H  -0.214  -3.866  -2.659  0.43

b | Here is the molecule C22H26N2O6S from OMol25. Energies are from ωB97M-V/def2-TZVPD.

Calculated values
multiplicity: 1
HOMO: -8.75 eV
net charge: 0
SMILES string: COc1ccccc1CNC(=O)COC(=O)c1cccc(S(=O)(=O)N2CCCCC2)c1
molar mass: 446.5 g mol⁻¹
E_LUMO: -0.05 eV

Each line ends with the Mulliken charge.
CARTESIAN COORDINATES (ANGSTROEM)
C  -0.304  -1.177  0.867  -0.58
O  -1.409  -0.957  0.025  -0.29
C  -2.655  -1.319  0.478  1.03
C  -2.918  -1.748  1.771  -0.59
C  -4.210  -2.085  2.142  -0.71
C  -5.246  -1.996  1.233  -0.75
C  -4.984  -1.567  -0.058  -0.59
C  -3.701  -1.235  -0.453  0.72
C  -3.418  -0.754  -1.855  -1.17
N  -2.874  0.586  -1.839  0.02
C  -3.636  1.678  -2.009  0.71
O  -4.770  1.673  -2.431  -0.67
C  -2.920  2.997  -1.673  -0.47
O  -1.705  2.805  -0.964  -0.39
C  -1.792  2.666  0.368  0.32
O  -2.819  2.757  0.990  -0.65
C  -0.468  2.379  0.981  0.34
C  -0.359  2.407  2.371  -0.58
C  0.851  2.139  2.984  -0.88
C  1.961  1.822  2.213  -0.38
C  1.841  1.780  0.837  0.01
S  3.235  1.287  -0.180  1.46
O  3.130  1.946  -1.447  -0.74
O  4.435  1.449  0.590  -0.73
N  2.841  -0.336  -0.385  0.15
C  3.455  -1.231  0.577  -1.14
C  4.897  -1.579  0.208  -0.55
C  4.949  -2.143  -1.210  -0.79
C  4.321  -1.147  -2.183  -0.51
C  2.891  -0.831  -1.749  -1.14
C  0.645  2.060  0.209  -0.38
H  -0.357  -0.561  1.772  0.37
H  0.575  -0.884  0.293  -0.37
H  -0.226  -2.232  1.149  0.62
H  -2.128  -1.818  2.501  0.40
H  -4.399  -2.414  3.152  0.40
H  -6.252  -2.254  1.525  0.38
H  -5.788  -1.486  -0.774  0.38
H  -2.691  -1.413  -2.340  0.16
H  -4.340  -0.725  -2.438  0.53
H  -1.961  0.676  -1.416  0.06
H  -3.612  3.611  -1.088  0.32
H  -2.662  3.516  -2.598  0.37
H  -1.239  2.648  2.949  0.52
H  0.933  2.177  4.060  0.44
H  2.923  1.625  2.659  0.59
H  3.416  -0.735  1.548  0.53
H  2.844  -2.140  0.621  0.51
H  5.495  -0.669  0.266  0.31
H  5.290  -2.302  0.924  0.42
H  5.983  -2.344  -1.494  0.38
H  4.398  -3.087  -1.250  0.28
H  4.893  -0.217  -2.180  0.33
H  4.315  -1.550  -3.197  0.37
H  2.461  -0.056  -2.382  0.58
H  2.266  -1.729  -1.800  0.37
H  0.598  2.039  -0.868  0.65

Least stable structure: a